Model 1:
The following is a quantum chemistry calculation of a 15-piece molecular cluster, C81H186N6O15 overall, from the Open Molecules 2025 dataset.

```
! RIJCOSX wB97M-V def2-TZVPD def2/J DEFGRID3
* xyz 0 1
C -4.2277 0.0951 -5.7439
C -3.8267 0.4253 -4.2912
C -3.7076 1.9444 -4.0694
O -4.9234 -0.0090 -3.4739
H -3.3292 -0.0653 -6.3388
H -4.8774 0.8220 -6.2229
H -4.7216 -0.8791 -5.7026
H -2.8890 -0.0647 -4.0204
H -3.7477 2.2274 -3.0147
H -4.5666 2.4619 -4.5012
H -2.7964 2.3719 -4.4889
H -5.0567 -0.9354 -3.7128
C 2.4339 -3.6293 -5.2154
C 1.4710 -4.7867 -5.4824
C 1.9592 -5.9180 -6.3539
O 0.8694 -5.2264 -4.2392
H 2.5730 -3.1522 -6.1921
H 3.3585 -3.9677 -4.7565
H 1.9372 -2.8446 -4.6476
H 0.5457 -4.4086 -5.9442
H 3.0137 -6.0806 -6.1043
H 1.9033 -5.5505 -7.3762
H 1.4322 -6.8493 -6.1677
H 0.3278 -4.5286 -3.8679
C -7.0635 1.4191 -0.2295
C -5.8748 0.5047 0.2077
C -6.1885 -0.2740 1.4733
O -5.8176 -0.4001 -0.9055
H -7.3064 2.1602 0.5418
H -7.9807 0.8606 -0.3964
H -6.7109 1.8749 -1.1542
H -4.8488 0.8915 0.2074
H -5.5903 -1.1785 1.5177
H -7.2556 -0.4115 1.6245
H -5.7889 0.3597 2.2725
H -5.5502 0.1047 -1.6876
C 3.5515 3.5573 -1.3347
C 3.1110 4.4384 -2.4980
C 3.2796 5.9289 -2.3219
O 3.5953 3.9650 -3.7371
H 3.3878 2.5502 -1.7357
H 2.9120 3.6444 -0.4590
H 4.6069 3.5978 -1.0652
H 2.0231 4.3543 -2.6217
H 4.3276 6.2302 -2.3894
H 2.7773 6.3051 -1.4312
H 2.7587 6.4043 -3.1579
H 4.4892 3.6138 -3.7118
C -2.0198 6.1874 -3.0833
C -1.6582 6.4183 -1.6069
C -0.1853 6.2689 -1.3022
O -1.9584 7.7794 -1.2694
H -3.0721 6.3984 -3.2843
H -1.8303 5.1491 -3.3670
H -1.4204 6.8125 -3.7488
H -2.2631 5.6587 -1.1007
H 0.0112 6.5440 -0.2666
H 0.5901 6.6843 -1.9413
H -0.0440 5.1814 -1.4020
H -2.8433 7.9535 -1.6151
C 1.8751 -5.1020 3.1206
C 1.5370 -4.2779 1.8913
C 1.0917 -5.1883 0.7207
O 0.3690 -3.4881 2.1753
H 1.7089 -4.5493 4.0446
H 2.7968 -5.6786 3.0769
H 1.1176 -5.8922 3.2111
H 2.3286 -3.6348 1.4979
H 1.7936 -6.0254 0.6363
H 1.0297 -4.6783 -0.2411
H 0.0998 -5.5830 0.9408
H 0.2799 -2.7839 1.5176
C -3.3270 -3.7610 -3.3331
C -4.6027 -4.3237 -3.9799
C -5.8926 -4.0634 -3.2018
O -4.7001 -3.6518 -5.2404
H -2.3351 -3.8766 -3.7983
H -3.0912 -4.1579 -2.3396
H -3.2799 -2.6680 -3.2514
H -4.4542 -5.3914 -4.1714
H -6.7666 -4.1419 -3.8467
H -5.8982 -3.1452 -2.6184
H -5.9611 -4.9410 -2.5544
H -3.8210 -3.4949 -5.5917
C -0.5639 -0.0408 -7.0138
C 0.3808 -0.6097 -8.0887
C 1.8473 -0.4502 -7.7152
O 0.1104 -1.9635 -8.4184
H -0.1077 -0.1311 -6.0253
H -1.4789 -0.6256 -6.9667
H -0.7159 1.0056 -7.2651
H 0.2737 0.0237 -8.9818
H 2.4894 -1.0549 -8.3531
H 1.9703 -0.7114 -6.6601
H 2.1338 0.6030 -7.7731
H 0.6754 -2.1804 -9.1649
C -3.0818 -3.2800 1.8292
C -3.4847 -3.5865 0.3996
C -4.4887 -4.7129 0.2229
O -3.9059 -2.4181 -0.3037
H -2.4755 -2.3983 2.0454
H -2.4021 -4.0825 2.1303
H -3.9677 -3.1837 2.4659
H -2.5170 -3.8026 -0.0719
H -4.0294 -5.6619 0.5094
H -4.8601 -4.9321 -0.7767
H -5.3882 -4.4279 0.7764
H -4.7424 -2.1144 0.0631
C -3.3798 -1.7610 9.2735
C -2.6276 -2.6986 8.3213
C -3.4997 -3.8449 7.7809
C -2.9807 -4.5412 6.5250
C -2.4344 -3.4828 5.5661
C -1.2801 -2.6247 6.0987
N -1.8629 -1.9752 7.2978
O -0.9309 -1.0737 7.8814
C 0.0381 -3.3506 6.3217
C -1.0135 -1.6151 5.0046
C -1.6115 -3.4760 9.2302
H -2.6674 -1.2200 9.8973
H -4.1220 -2.3312 9.8232
H -3.8524 -0.9646 8.6888
H -3.6772 -4.6283 8.5233
H -4.5318 -3.4991 7.6432
H -3.8242 -4.9674 5.9793
H -2.2421 -5.3174 6.7253
H -3.2120 -2.7218 5.4539
H -2.2219 -4.0013 4.6313
H 0.7769 -2.7176 6.8070
H -0.1527 -4.1782 7.0186
H 0.3946 -3.9205 5.4640
H -0.8066 -2.0365 4.0218
H -1.7268 -0.7848 4.9577
H -0.1145 -1.0189 5.2147
H -2.1105 -3.8735 10.1254
H -0.7891 -2.8935 9.6473
H -1.2240 -4.4127 8.8239
H -1.4123 -0.5741 8.5468
C 7.3924 0.7891 2.3664
C 6.1808 1.3462 1.5829
C 6.2370 1.0745 0.0785
C 5.5136 -0.1988 -0.4429
C 4.2407 -0.5456 0.2925
C 4.2780 -0.3690 1.8173
N 4.8977 0.9126 2.1367
O 4.8128 1.1567 3.5515
C 2.8375 -0.3458 2.3268
C 4.9682 -1.5732 2.4776
C 6.1424 2.8751 1.7548
H 7.2877 1.1651 3.3827
H 8.3613 1.0148 1.9274
H 7.2616 -0.2934 2.3764
H 5.7551 1.8886 -0.4626
H 7.2556 0.9823 -0.2989
H 6.2161 -1.0407 -0.4264
H 5.3838 -0.1457 -1.5284
H 4.0584 -1.6129 0.1133
H 3.3322 -0.0945 -0.1198
H 2.7411 -0.5620 3.3919
H 2.2166 0.5217 2.0918
H 2.3169 -1.1744 1.8322
H 5.7979 -1.9826 1.8990
H 5.3171 -1.2693 3.4666
H 4.2837 -2.4010 2.6795
H 5.5262 3.4551 1.0726
H 7.1441 3.2417 1.4708
H 6.1379 3.2128 2.7908
H 3.9712 1.6301 3.5390
C -6.8104 6.2163 -1.5849
C -5.2600 6.1618 -1.6930
C -4.6162 7.4654 -1.2723
C -4.6487 7.6687 0.2336
C -3.7131 6.6002 0.7549
C -4.2127 5.1642 0.4910
N -4.5646 5.0734 -0.9547
O -5.0288 3.8069 -1.3603
C -3.0362 4.2164 0.7048
C -5.4106 4.8467 1.4138
C -4.9629 6.0084 -3.2054
H -7.2429 7.0465 -2.1316
H -7.0485 6.2364 -0.5181
H -7.2472 5.2607 -1.8872
H -3.5533 7.4554 -1.5638
H -4.7671 8.3553 -1.8987
H -5.6435 7.5687 0.6767
H -4.3972 8.7203 0.3896
H -3.7518 6.8013 1.8315
H -2.7159 6.6945 0.3285
H -2.1493 4.4696 0.1304
H -2.7978 4.2458 1.7720
H -3.3579 3.2000 0.4754
H -5.2374 5.2459 2.4121
H -6.3382 5.2145 0.9780
H -5.5780 3.7713 1.5256
H -5.8146 6.4006 -3.7653
H -4.8605 5.0009 -3.6175
H -4.0478 6.4950 -3.5507
H -5.9373 3.7918 -1.0161
C -0.8430 -0.9885 -2.8050
C 0.3072 -0.6529 -1.8307
C 0.8737 0.7363 -2.2062
C 0.1800 1.9047 -1.5485
C 0.0263 1.7040 -0.0355
C -0.7367 0.4033 0.3122
N -0.1290 -0.6996 -0.4354
O -0.5912 -1.9799 -0.0934
C -0.7004 0.1875 1.8507
C -2.1804 0.6121 -0.1214
C 1.4167 -1.6822 -2.0588
H -0.9839 -2.0721 -2.8675
H -0.7556 -0.6057 -3.8235
H -1.8210 -0.6173 -2.4816
H 1.9225 0.7132 -1.8953
H 0.8195 0.9235 -3.2791
H -0.7602 2.1818 -2.0363
H 0.7266 2.8455 -1.6836
H -0.4702 2.6007 0.3430
H 0.9977 1.6368 0.4629
H -0.2535 -0.7933 2.0111
H -0.0678 0.9543 2.3020
H -1.6335 0.2414 2.4103
H -2.7539 -0.3220 -0.0603
H -2.7011 1.2157 0.6288
H -2.3909 1.0382 -1.1021
H 1.9872 -1.4945 -2.9724
H 1.1903 -2.7475 -2.1599
H 2.1155 -1.6325 -1.2192
H -1.5136 -1.9861 -0.4177
C 5.8518 -3.9526 -0.9714
C 5.1656 -5.0507 -1.7625
C 5.8998 -5.0984 -3.1246
C 5.6450 -6.3670 -3.8919
C 6.1501 -7.5223 -3.0652
C 5.4443 -7.6170 -1.7180
N 5.3834 -6.3103 -1.0414
O 4.6873 -6.3506 0.1838
C 4.0047 -8.1476 -1.9720
C 6.1933 -8.6071 -0.8234
C 3.7039 -4.6470 -2.0076
H 5.7629 -2.9686 -1.4354
H 5.4627 -3.9458 0.0507
H 6.9237 -4.1240 -0.8429
H 5.5388 -4.2097 -3.6542
H 6.9761 -4.9306 -3.0426
H 4.6192 -6.4342 -4.2646
H 6.1833 -6.3279 -4.8467
H 7.2204 -7.4534 -2.8606
H 5.9230 -8.4313 -3.6273
H 3.5355 -7.5611 -2.7639
H 3.3118 -8.0177 -1.1290
H 3.8333 -9.2082 -2.1655
H 7.1907 -8.2153 -0.6162
H 6.3022 -9.5625 -1.3403
H 5.6953 -8.8052 0.1245
H 3.0311 -4.7676 -1.1553
H 3.5570 -3.6527 -2.4250
H 3.2873 -5.3473 -2.7399
H 3.8042 -6.6649 -0.0784
C 3.4565 6.3312 5.3613
C 2.7383 5.9298 4.0815
C 3.6355 4.9379 3.3221
C 2.9050 4.0961 2.3009
C 1.5959 3.5004 2.8508
C 0.6389 4.4376 3.6144
N 1.4569 5.3424 4.4126
O 0.6566 6.1000 5.3068
C -0.1985 5.2194 2.5606
C -0.2507 3.5358 4.4969
C 2.5983 7.2588 3.3020
H 4.4581 6.7043 5.1639
H 3.4853 5.4954 6.0678
H 2.8143 7.0677 5.8462
H 4.3894 5.5392 2.8099
H 4.1579 4.2999 4.0418
H 3.5175 3.3157 1.8466
H 2.7746 4.7613 1.4365
H 1.9292 2.7876 3.6119
H 1.0830 3.0833 1.9863
H -0.9058 4.5627 2.0528
H -0.6981 6.1184 2.9224
H 0.4593 5.5862 1.7669
H -0.9568 4.2025 4.9911
H -0.7202 2.7891 3.8603
H 0.3694 3.0706 5.2636
H 1.9211 7.9319 3.8385
H 1.9344 7.1403 2.4331
H 3.4971 7.7731 2.9715
H 0.8016 5.6465 6.1450
*
```

Output
lowest unoccupied orbital energy = 0.40 eV
frontier orbital gap = 8.10 eV
molar mass = 1484.4 Da

Model 2:
The following is a quantum chemistry calculation of a 15-piece molecular cluster, C81H186N6O15 overall, from the Open Molecules 2025 dataset.

```
! RIJCOSX wB97M-V def2-TZVPD def2/J DEFGRID3
* xyz 0 1
C 5.7360 9.2201 -18.3968
C 5.7754 9.3424 -16.8468
C 6.4002 10.6789 -16.4619
O 4.4970 9.2151 -16.2631
H 5.3056 10.1274 -18.8206
H 5.0480 8.4353 -18.7114
H 6.7150 8.9610 -18.7998
H 6.3807 8.4641 -16.6226
H 6.5424 10.7518 -15.3837
H 5.8397 11.5665 -16.7552
H 7.3991 10.8134 -16.8770
H 4.6041 9.1435 -15.3118
C 2.8261 12.9083 -10.2187
C 3.7094 13.2998 -11.4352
C 4.1678 14.7357 -11.4024
O 4.8576 12.5177 -11.5053
H 2.5891 11.8456 -10.1661
H 1.8852 13.4583 -10.2352
H 3.1926 13.0756 -9.2059
H 3.1473 13.0964 -12.3468
H 4.5904 15.0227 -12.3652
H 5.0422 14.9558 -10.7898
H 3.4194 15.4833 -11.1395
H 5.2486 12.7056 -10.6489
C 1.5295 7.3359 -19.2295
C 2.7575 6.4268 -19.2416
C 2.8934 5.6846 -17.8918
O 2.5506 5.4842 -20.2203
H 1.4108 7.7207 -20.2424
H 1.6208 8.1433 -18.5030
H 0.6100 6.8217 -18.9496
H 3.7117 6.8894 -19.4937
H 3.1960 6.3376 -17.0732
H 3.5756 4.8371 -17.8255
H 1.9228 5.3100 -17.5668
H 2.8268 5.8645 -21.0574
C 8.4223 15.8760 -15.2828
C 8.1442 14.4839 -15.7631
C 8.3252 14.3537 -17.2624
O 9.1265 13.6981 -15.1413
H 9.4706 16.1398 -15.4224
H 8.0612 15.9904 -14.2608
H 7.8416 16.6099 -15.8417
H 7.1516 14.1791 -15.4315
H 9.2737 14.7973 -17.5651
H 7.4632 14.8694 -17.6856
H 8.1430 13.3441 -17.6308
H 8.7814 12.8061 -15.0588
C 3.5720 15.1539 -15.6357
C 3.1926 15.0062 -17.0727
C 4.1984 13.9436 -17.7032
O 1.9183 14.5071 -17.2568
H 3.5398 14.1589 -15.1917
H 2.8083 15.7737 -15.1659
H 4.5533 15.6210 -15.5536
H 3.2698 15.9611 -17.5927
H 3.7539 13.8010 -18.6882
H 4.2629 12.9423 -17.2775
H 5.2335 14.2474 -17.8597
H 1.2243 15.0804 -16.9232
C 2.2091 10.8358 -18.5365
C 0.9944 11.1717 -17.6817
C 1.4697 11.3338 -16.2688
O 0.4154 12.3874 -18.0893
H 3.0872 11.4740 -18.4375
H 2.0781 10.7444 -19.6148
H 2.5822 9.8429 -18.2855
H 0.3870 10.2739 -17.7966
H 0.9864 10.4807 -15.7927
H 1.2394 12.2754 -15.7704
H 2.5072 11.0276 -16.1345
H 0.9918 13.0374 -17.6808
C 11.1599 12.6860 -19.6958
C 10.7530 11.2655 -19.4166
C 10.8221 11.0414 -17.8905
O 9.4081 10.8783 -19.8389
H 10.9378 12.9081 -20.7396
H 12.2462 12.7676 -19.7324
H 10.6424 13.4791 -19.1562
H 11.4090 10.5211 -19.8678
H 10.3669 11.7888 -17.2407
H 11.8702 11.0432 -17.5911
H 10.5073 10.0353 -17.6134
H 8.7435 11.3423 -19.3244
C 5.0864 8.2194 -22.1838
C 4.9237 6.8472 -22.7822
C 5.7000 5.7730 -22.0200
O 3.5759 6.4178 -22.8473
H 4.4471 8.9243 -22.7152
H 6.1026 8.5943 -22.0616
H 4.6533 8.3838 -21.1972
H 5.1812 7.0460 -23.8225
H 6.7418 6.0912 -21.9808
H 5.6198 4.8323 -22.5648
H 5.3053 5.5219 -21.0355
H 3.5801 5.5178 -23.1812
C 2.6313 8.2191 -13.7183
C 3.3067 9.1280 -12.7090
C 3.9879 8.2530 -11.6363
O 4.3641 9.7307 -13.4637
H 2.1888 8.8049 -14.5240
H 1.8039 7.7115 -13.2225
H 3.2162 7.4016 -14.1397
H 2.6055 9.7928 -12.2047
H 3.3476 7.9908 -10.7941
H 4.8380 8.6857 -11.1089
H 4.3136 7.2588 -11.9424
H 4.7022 10.4700 -12.9531
C 11.5340 4.5277 -15.7650
C 10.1939 5.0195 -16.3842
C 10.4077 6.4881 -16.9790
C 9.1651 6.8874 -17.8007
C 9.1891 5.9153 -19.0538
C 8.9562 4.4520 -18.5876
N 9.8683 4.0518 -17.5041
O 9.8463 2.7081 -17.2509
C 7.4546 4.2234 -18.2480
C 9.1711 3.6313 -19.9495
C 8.9994 4.9553 -15.4335
H 11.5615 3.4991 -15.4054
H 11.7568 5.2537 -14.9831
H 12.2315 4.6055 -16.5989
H 10.5930 7.1825 -16.1595
H 11.3094 6.5885 -17.5830
H 9.3360 7.9176 -18.1130
H 8.2551 6.9228 -17.2017
H 10.0825 6.0404 -19.6655
H 8.3062 6.2030 -19.6248
H 7.1703 4.8465 -17.4000
H 6.7726 4.3975 -19.0802
H 7.3450 3.1880 -17.9252
H 8.5134 3.9852 -20.7434
H 10.2120 3.7470 -20.2518
H 9.0141 2.5802 -19.7073
H 8.6671 3.9588 -15.1426
H 8.1766 5.6314 -15.6656
H 9.2918 5.3858 -14.4758
H 10.7986 2.5868 -17.2604
C 5.3802 16.4130 -23.0423
C 6.0982 15.0424 -22.9356
C 7.0339 15.2368 -21.6802
C 7.7274 13.9573 -21.1236
C 6.6076 12.9289 -20.7133
C 5.6872 12.6091 -21.9277
N 5.1900 13.8697 -22.6441
O 4.1095 13.7888 -23.4755
C 6.4406 11.6938 -22.8675
C 4.3670 11.8186 -21.5005
C 6.8825 14.8401 -24.2280
H 4.9166 16.7288 -22.1077
H 4.6100 16.3461 -23.8108
H 5.9868 17.2425 -23.4057
H 7.6510 16.1012 -21.9251
H 6.4076 15.5319 -20.8384
H 8.2124 14.2652 -20.1972
H 8.4610 13.6252 -21.8583
H 5.9940 13.1930 -19.8520
H 7.1045 12.0162 -20.3846
H 6.5572 10.6899 -22.4593
H 5.8966 11.6193 -23.8091
H 7.4130 12.0620 -23.1943
H 4.6681 10.8742 -21.0471
H 3.8069 12.4287 -20.7918
H 3.7666 11.6345 -22.3914
H 6.2803 14.7030 -25.1261
H 7.6125 14.0371 -24.1260
H 7.5917 15.6617 -24.3287
H 4.5856 13.4456 -24.2352
C -0.0356 1.6378 -14.3225
C 1.5287 1.8660 -14.4477
C 1.7873 3.3929 -14.7400
C 1.7725 4.3613 -13.5621
C 2.6416 3.7535 -12.4389
C 2.2773 2.3199 -12.0321
N 2.3029 1.4594 -13.2549
O 2.0890 0.0778 -13.0118
C 3.3914 1.9416 -11.0863
C 0.9039 2.3443 -11.2577
C 1.8970 1.1565 -15.7063
H -0.2357 0.6500 -13.9074
H -0.6245 1.7466 -15.2333
H -0.3697 2.3270 -13.5470
H 2.7302 3.4686 -15.2816
H 1.0270 3.7876 -15.4140
H 0.7623 4.5340 -13.1910
H 2.2645 5.2849 -13.8672
H 2.6649 4.3783 -11.5461
H 3.6884 3.8120 -12.7369
H 3.1439 0.9382 -10.7398
H 4.3080 1.9995 -11.6734
H 3.6111 2.4627 -10.1544
H 0.9654 2.8078 -10.2731
H 0.0588 2.8335 -11.7420
H 0.6599 1.3265 -10.9536
H 1.6365 0.1000 -15.6419
H 2.9706 1.2377 -15.8761
H 1.4037 1.5402 -16.5993
H 1.1790 0.0055 -12.7147
C 9.6006 8.3375 -24.2476
C 10.7518 8.9269 -23.4287
C 12.1673 8.5777 -24.1229
C 12.4148 9.3744 -25.3380
C 12.3376 10.9196 -25.0773
C 10.9616 11.3515 -24.2931
N 10.6435 10.3759 -23.2164
O 9.4846 10.7583 -22.4752
C 11.1545 12.6987 -23.5146
C 9.8665 11.4446 -25.4592
C 10.7335 8.2788 -22.0191
H 8.6350 8.6275 -23.8333
H 9.6086 7.2491 -24.1886
H 9.6957 8.6354 -25.2918
H 12.9631 8.7878 -23.4083
H 12.1801 7.5245 -24.4032
H 11.6823 9.1424 -26.1111
H 13.4090 9.0719 -25.6671
H 12.4358 11.2884 -26.0983
H 13.2474 11.3192 -24.6292
H 11.6351 13.3827 -24.2140
H 10.1910 13.1920 -23.3862
H 11.7171 12.6098 -22.5852
H 10.1145 12.1381 -26.2626
H 9.7934 10.5248 -26.0395
H 8.8985 11.7649 -25.0740
H 11.1722 7.2881 -22.1381
H 9.7352 8.2407 -21.5832
H 11.4067 8.8030 -21.3408
H 9.7112 10.8663 -21.5487
C -2.5344 5.2970 -14.9284
C -2.3600 6.6594 -14.2245
C -0.9692 7.3098 -14.4806
C -0.9917 7.9465 -15.8918
C -2.1047 8.9843 -16.0104
C -3.4966 8.3763 -15.7304
N -3.4704 7.6494 -14.5104
O -4.6780 7.1664 -14.1462
C -4.4679 9.6876 -15.6224
C -3.9898 7.5521 -17.0024
C -2.3518 6.4402 -12.6973
H -3.5162 5.0528 -15.3340
H -1.9140 5.2749 -15.8244
H -2.2134 4.3975 -14.4031
H -0.8389 8.0034 -13.6499
H -0.1500 6.5951 -14.5590
H -0.0270 8.4086 -16.1016
H -1.1500 7.2712 -16.7326
H -2.0208 9.3303 -17.0406
H -1.8867 9.7656 -15.2822
H -4.3482 10.2888 -16.5236
H -4.3059 10.3637 -14.7829
H -5.5159 9.3926 -15.6752
H -3.1192 6.9648 -17.2948
H -4.3775 8.1784 -17.8059
H -4.8114 6.8671 -16.7930
H -3.1108 5.7241 -12.3825
H -1.3750 6.1799 -12.2897
H -2.4323 7.4186 -12.2234
H -4.8398 7.5982 -13.3042
C 11.4374 9.8973 -12.0787
C 10.2741 10.4280 -12.9610
C 9.0355 9.4239 -12.7569
C 8.1583 9.6789 -11.5571
C 7.7121 11.0976 -11.4992
C 8.9094 12.1245 -11.6026
N 9.7928 11.8216 -12.6830
O 10.8616 12.7082 -12.7901
C 8.2875 13.6341 -11.6323
C 9.7423 12.0941 -10.2870
C 10.7241 10.3086 -14.4189
H 11.9389 9.0900 -12.6124
H 11.1549 9.6017 -11.0683
H 12.1629 10.7090 -12.0248
H 8.4717 9.5254 -13.6842
H 9.4421 8.4184 -12.6485
H 8.7260 9.4030 -10.6684
H 7.2511 9.0769 -11.5062
H 7.0851 11.3059 -10.6322
H 7.0412 11.2153 -12.3502
H 7.3116 13.5935 -12.1159
H 7.9706 13.8891 -10.6210
H 8.9880 14.3159 -12.1146
H 9.1172 12.3717 -9.4383
H 10.2063 11.1604 -9.9694
H 10.5926 12.7729 -10.3537
H 10.9318 9.3094 -14.8019
H 11.4815 11.0437 -14.6910
H 9.9983 10.6912 -15.1364
H 10.4599 13.3411 -13.3898
*
```

Output
lowest unoccupied orbital energy = 0.30 eV
frontier orbital gap = 8.01 eV
molar mass = 1484.4 Da

On energetic grounds, model 2 is preferred over the next structure by 37.4 kcal/mol.